{
  "formula": "C36H31F5N3O4PtSTe",
  "method": "ωB97M-V/def2-TZVPD",
  "homo_energy_ev": [-4.70, -5.13],
  "relative_energy_kj_mol": 2.2,
  "energy_ev": -85457.3439,
  "lumo_energy_ha": [0.0707, -0.0029],
  "spin_multiplicity": 5,
  "charge": -1,
  "s2": 6.029,
  "symbols": ["Pt", "C", "C", "C", "C", "C", "C", "C", "C", "N", "C", "O", "C", "C", "C", "C", "C", "N", "C", "O", "N", "C", "C", "C", "C", "C", "C", "C", "C", "H", "H", "H", "H", "H", "H", "H", "H", "H", "H", "H", "H", "H", "H", "H", "H", "H", "H", "H", "H", "H", "C", "C", "C", "O", "H", "H", "H", "H", "H", "H", "H", "Te", "C", "C", "C", "C", "S", "H", "H", "H", "F", "C", "C", "F", "C", "F", "C", "O", "C", "F", "C", "F"],
  "xyz": [[-0.1763, 0.1203, -0.1024], [-1.1910, -3.6128, 2.4604], [0.1560, -3.0611, 2.8237], [1.1058, -3.9150, 3.3726], [2.3662, -3.4596, 3.7241], [2.6755, -2.1240, 3.5356], [1.7510, -1.2396, 2.9914], [2.1042, 0.2087, 2.8478], [0.4848, -1.7103, 2.6208], [-0.4303, -0.8102, 2.0211], [-1.4957, -0.4265, 2.7272], [-1.8057, -0.7537, 3.8743], [-2.4044, 0.5303, 1.9870], [-3.5273, 1.0759, 2.5866], [-4.3046, 1.9548, 1.8498], [-3.9539, 2.2588, 0.5428], [-2.8185, 1.6720, 0.0107], [-2.0828, 0.8371, 0.7368], [-2.3440, 1.9841, -1.3933], [-3.0343, 2.7370, -2.0839], [-1.2102, 1.3706, -1.7263], [-0.4847, 1.8109, -2.8570], [0.0322, 3.1167, -2.9359], [-0.2374, 4.1515, -1.8853], [0.8300, 3.4479, -4.0256], [1.1119, 2.5359, -5.0287], [0.5688, 1.2643, -4.9579], [-0.2338, 0.8962, -3.8869], [-0.8622, -0.4617, -3.8516], [-1.2738, -4.6497, 2.7873], [-1.3457, -3.6029, 1.3768], [-1.9906, -3.0331, 2.9191], [0.8424, -4.9551, 3.5268], [3.0960, -4.1374, 4.1482], [3.6517, -1.7467, 3.8175], [3.1389, 0.3817, 3.1451], [1.4602, 0.8242, 3.4790], [1.9790, 0.5618, 1.8231], [-3.7461, 0.8020, 3.6083], [-5.1808, 2.4084, 2.2958], [-4.5178, 2.9363, -0.0811], [-0.1382, 3.7181, -0.8911], [-1.2523, 4.5377, -1.9861], [0.4679, 4.9773, -1.9846], [1.2455, 4.4475, -4.0738], [1.7437, 2.8170, -5.8621], [0.7558, 0.5443, -5.7469], [-0.7033, -0.9873, -4.7938], [-1.9361, -0.3913, -3.6669], [-0.4378, -1.0662, -3.0504], [3.6256, -1.6047, -0.0857], [2.1730, -1.7357, -0.5204], [2.0651, -2.4525, -1.8575], [1.6362, -0.4315, -0.6341], [4.0624, -2.5912, 0.0819], [3.7018, -1.0351, 0.8370], [4.1951, -1.0884, -0.8593], [1.6067, -2.2991, 0.2371], [2.5384, -1.8604, -2.6420], [1.0242, -2.6113, -2.1263], [2.5559, -3.4255, -1.8006], [-2.0692, -1.9583, -0.6640], [-2.3596, -3.3201, -2.2089], [-3.6032, -3.7795, -2.5802], [-3.5632, -4.6813, -3.6689], [-2.2890, -4.9062, -4.1032], [-1.1470, -4.0195, -3.2019], [-4.5092, -3.4694, -2.0824], [-4.4355, -5.1412, -4.1081], [-1.9695, -5.5488, -4.9062], [3.0434, 4.9902, 4.4494], [2.3808, 4.3023, 3.4998], [1.0476, 3.9698, 3.6692], [0.4127, 4.3343, 4.7953], [0.3720, 3.2685, 2.6892], [-0.9200, 2.9576, 2.9091], [0.9755, 2.8610, 1.4834], [0.3396, 2.2404, 0.5492], [2.3337, 3.2249, 1.3539], [2.9967, 2.8681, 0.2440], [3.0184, 3.9208, 2.3304], [4.3127, 4.2365, 2.1528]],
  "forces_ev_per_angstrom": [[-0.02, 0.12, 0.06], [0.01, 0.02, 0.00], [0.05, 0.00, -0.05], [0.04, 0.01, 0.00], [-0.04, 0.01, -0.02], [0.03, -0.02, -0.03], [0.06, -0.03, 0.06], [-0.01, 0.03, -0.04], [-0.04, -0.02, -0.05], [-0.01, -0.09, -0.06], [-0.05, 0.13, 0.03], [0.03, -0.07, 0.01], [-0.05, 0.00, 0.03], [0.05, -0.05, -0.02], [-0.01, 0.01, 0.00], [0.06, -0.05, -0.03], [-0.02, 0.04, 0.01], [0.01, -0.02, -0.03], [-0.14, -0.07, -0.02], [0.08, 0.10, 0.02], [0.07, -0.01, 0.10], [0.00, -0.05, -0.04], [0.07, -0.08, 0.00], [-0.02, -0.05, 0.04], [-0.01, -0.01, -0.03], [0.00, -0.01, 0.00], [-0.02, 0.01, -0.03], [-0.02, 0.09, -0.05], [0.02, -0.06, -0.02], [-0.02, 0.00, 0.02], [0.02, -0.01, 0.04], [-0.05, 0.03, 0.01], [0.01, -0.02, 0.01], [0.01, -0.01, 0.01], [0.01, 0.00, 0.01], [0.01, 0.01, 0.01], [-0.02, 0.02, -0.02], [0.01, -0.09, 0.02], [0.00, 0.01, 0.00], [-0.01, 0.00, 0.00], [-0.01, 0.01, -0.01], [-0.02, 0.01, 0.00], [-0.06, 0.02, -0.01], [-0.02, 0.01, 0.00], [0.01, 0.02, -0.01], [0.01, 0.00, 0.00], [0.01, 0.00, -0.01], [0.00, -0.02, 0.00], [-0.02, -0.01, 0.01], [0.05, -0.04, 0.05], [-0.04, -0.06, 0.00], [-0.02, 0.04, -0.03], [-0.01, 0.01, 0.01], [0.02, 0.11, 0.24], [0.01, -0.02, 0.00], [-0.02, 0.04, 0.06], [0.02, 0.02, -0.03], [0.04, 0.04, -0.04], [0.02, 0.03, 0.00], [-0.10, 0.03, -0.03], [0.01, -0.02, -0.01], [-0.07, 0.03, -0.13], [-0.10, -0.07, 0.07], [0.06, -0.01, -0.01], [0.02, 0.02, -0.01], [0.00, 0.00, 0.02], [0.04, 0.04, 0.00], [-0.04, 0.02, 0.03], [-0.02, -0.02, -0.01], [0.01, -0.04, -0.04], [-0.02, -0.01, -0.02], [-0.02, -0.03, -0.01], [0.04, 0.00, -0.03], [0.02, 0.00, -0.01], [-0.03, 0.04, 0.02], [0.05, 0.00, -0.03], [0.20, -0.04, 0.01], [-0.05, -0.02, -0.08], [0.00, 0.06, 0.08], [-0.02, -0.02, 0.01], [-0.04, 0.00, 0.02], [-0.03, -0.01, 0.01]]
}



{
  "formula": "C8H8O4",
  "method": "ωB97M-V/def2-TZVPD",
  "homo_energy_ev": -9.14,
  "relative_energy_kj_mol": 451.3,
  "energy_ev": -16611.2160,
  "lumo_energy_ha": 0.0247,
  "spin_multiplicity": 1,
  "charge": 0,
  "smiles": "O[C@@H]1c2cocc2[C@H](O)[C@H]2O[C@@H]21",
  "symbols": ["O", "C", "C", "C", "O", "C", "C", "C", "O", "C", "O", "C", "H", "H", "H", "H", "H", "H", "H", "H"],
  "xyz": [[0.1981, 2.1293, -1.4471], [0.3170, 0.7072, -1.5572], [-0.6933, -0.1014, -0.8107], [-2.0650, -0.2079, -1.0078], [-2.6738, -0.9309, -0.0176], [-1.6686, -1.3251, 0.8142], [-0.5271, -0.7400, 0.4661], [0.7379, -0.6292, 1.3541], [0.4226, -0.3250, 2.7046], [1.4026, 0.4832, 0.6654], [2.6690, 0.7457, -0.1719], [1.4954, 0.2453, -0.7478], [-0.7275, 2.3488, -1.6110], [0.3998, 0.3982, -2.6268], [-2.7817, 0.2444, -1.7354], [-1.8258, -2.0713, 1.5870], [1.3387, -1.5840, 1.2416], [1.2338, 0.0439, 3.0958], [0.9823, 1.4390, 0.9011], [1.7655, -0.8700, -1.0965]],
  "forces_ev_per_angstrom": [[-0.51, -0.56, -0.08], [1.06, 0.76, -0.73], [-3.57, 0.45, 0.29], [0.00, 0.49, -0.64], [0.75, -0.40, -0.70], [-0.73, -0.14, 0.61], [1.86, -0.05, 1.00], [0.79, -1.98, -0.21], [0.22, -0.19, -0.14], [1.19, 1.05, -1.87], [-0.86, 0.22, 1.23], [1.64, -3.09, -1.39], [0.14, 0.11, 0.06], [-0.17, 0.27, 0.65], [0.95, -0.63, 0.66], [-0.53, 0.55, -0.08], [-0.53, 0.81, 0.37], [-0.46, -0.26, -0.09], [-0.18, 0.52, 0.15], [-1.05, 2.07, 0.92]]
}



{
  "formula": "C2BrF3O",
  "method": "ωB97M-V/def2-TZVPD",
  "homo_energy_ev": -10.06,
  "relative_energy_kj_mol": 171.5,
  "energy_ev": -82313.3076,
  "lumo_energy_ha": -0.0260,
  "spin_multiplicity": 1,
  "charge": 0,
  "symbols": ["C", "C", "O", "F", "F", "F", "Br"],
  "xyz": [[1.0110, 0.5731, -0.2520], [-1.6514, -0.8176, 0.5626], [0.5725, 0.1469, -1.2776], [1.7954, 1.6490, -0.2372], [0.7154, 0.1122, 0.8811], [-1.8504, -1.6482, -0.4755], [-2.4948, 0.7803, 0.2131]],
  "forces_ev_per_angstrom": [[-0.46, 0.66, -4.40], [0.02, -2.38, -0.74], [0.64, 0.30, 1.13], [-0.28, -0.74, 0.96], [0.64, 0.00, 2.34], [0.07, 1.24, 1.14], [-0.62, 0.92, -0.42]]
}



{
  "formula": "C29H46P2SeW",
  "method": "ωB97M-V/def2-TZVPD",
  "homo_energy_ev": [-13.04, -13.04],
  "relative_energy_kj_mol": 0.0,
  "energy_ev": -116551.6483,
  "lumo_energy_ha": [-0.2908, -0.2943],
  "spin_multiplicity": 3,
  "charge": 2,
  "s2": 2.064,
  "symbols": ["W", "C", "C", "C", "C", "C", "C", "H", "H", "H", "C", "H", "H", "H", "C", "H", "H", "H", "C", "H", "H", "H", "C", "H", "H", "H", "C", "C", "C", "C", "C", "C", "C", "C", "H", "H", "H", "H", "H", "H", "H", "H", "H", "H", "H", "H", "P", "C", "C", "P", "C", "C", "C", "H", "H", "H", "H", "H", "H", "H", "H", "H", "H", "H", "H", "H", "H", "Se", "C", "C", "C", "C", "C", "C", "H", "H", "H", "H", "H"],
  "xyz": [[-0.9810, 1.3438, 0.2470], [0.7568, 1.3321, 1.7062], [0.3844, 2.7004, 1.4437], [-1.4014, 1.6564, 2.5129], [-0.3304, 0.7039, 2.4035], [-0.9778, 2.8684, 1.8661], [2.1043, 0.7203, 1.4886], [2.6957, 1.2800, 0.7599], [1.9966, -0.2975, 1.1063], [2.6800, 0.6613, 2.4235], [-0.2241, -0.5930, 3.1358], [0.3661, -1.3269, 2.5705], [-1.2096, -1.0301, 3.3278], [0.2748, -0.4377, 4.1064], [-2.6045, 1.5510, 3.3870], [-2.4018, 1.9897, 4.3771], [-2.9027, 0.5103, 3.5400], [-3.4495, 2.1004, 2.9629], [-1.7678, 4.1381, 1.8341], [-1.7842, 4.6106, 2.8262], [-2.8148, 3.9533, 1.5570], [-1.3404, 4.8579, 1.1286], [1.3030, 3.8273, 1.1091], [1.7570, 4.2577, 2.0139], [0.7653, 4.6352, 0.6049], [2.1339, 3.5211, 0.4735], [2.1756, -4.6763, -0.8975], [2.9681, -4.1092, 0.0176], [4.2603, -3.3814, -0.2389], [4.3505, -2.5128, -1.5164], [3.1561, -1.6526, -1.8225], [1.9310, -2.0887, -2.1377], [1.6769, -3.2894, -2.9890], [2.2898, -4.5853, -2.3921], [5.0919, -4.1055, -0.2837], [4.6240, -3.1548, -2.3681], [4.4490, -2.7182, 0.6199], [3.3177, -4.6900, -2.7691], [1.3785, -5.3529, -0.5588], [2.7359, -4.2319, 1.0790], [1.6905, -5.4300, -2.7706], [0.5881, -3.4132, -3.1062], [1.0466, -1.5119, -1.8657], [2.0963, -3.1456, -4.0080], [5.1782, -1.8098, -1.3286], [3.3617, -0.5682, -1.7989], [0.1037, 0.9555, -1.7856], [0.4232, 0.1260, -3.3874], [1.4667, 2.2305, -1.9802], [-2.0196, 2.8939, -1.0936], [-1.4992, 1.7083, -2.3992], [-1.2365, 4.4006, -1.7902], [-3.7929, 3.1813, -1.5283], [-0.2749, -0.6990, -3.5140], [1.4448, -0.2659, -3.4414], [0.3147, 0.8412, -4.2021], [1.1877, 2.9753, -2.7318], [2.4110, 1.7548, -2.2948], [1.6633, 2.7234, -1.0256], [-3.8707, 3.4512, -2.5976], [-4.2007, 4.0057, -0.9182], [-4.3842, 2.2705, -1.3419], [-2.2492, 0.9211, -2.5743], [-1.2917, 2.2615, -3.3235], [-1.5668, 5.3143, -1.2667], [-1.5349, 4.4648, -2.8502], [-0.1374, 4.3443, -1.7484], [-3.0636, 0.0958, 0.3066], [-2.8246, -1.6117, 1.3325], [-3.6744, -1.8946, 2.4199], [-3.5036, -3.0853, 3.1425], [-2.5149, -3.9898, 2.7679], [-1.6926, -3.7276, 1.6659], [-1.8665, -2.5456, 0.9339], [-4.4720, -1.2034, 2.6910], [-4.1584, -3.2892, 4.0008], [-2.3822, -4.9159, 3.3332], [-0.9332, -4.4481, 1.3724], [-1.2651, -2.3506, 0.0511]],
  "forces_ev_per_angstrom": [[-1.73, -2.88, 3.39], [0.13, 0.68, 0.62], [0.37, -0.22, 0.81], [0.99, 0.06, 0.64], [0.16, 0.44, 0.43], [0.31, 0.10, 0.59], [0.17, -0.27, -0.12], [-0.06, -0.01, 0.12], [0.10, 0.01, 0.04], [-0.22, 0.12, -0.18], [-0.10, -0.49, -0.10], [-0.16, 0.19, 0.18], [0.26, 0.07, 0.00], [-0.12, 0.08, -0.31], [-0.42, -0.16, -0.07], [0.14, -0.11, -0.33], [0.03, 0.18, -0.02], [0.05, -0.11, 0.07], [-0.26, 0.31, 0.16], [0.08, -0.10, -0.21], [0.23, 0.06, 0.09], [-0.10, -0.10, 0.18], [0.16, 0.34, -0.38], [-0.28, -0.24, -0.08], [0.16, -0.05, 0.02], [-0.02, 0.09, 0.19], [0.04, -0.21, 0.57], [-0.03, -0.36, -0.19], [-0.31, 0.54, 0.04], [0.82, 0.20, -0.84], [-0.08, 0.40, 0.41], [0.32, 0.24, -0.26], [-0.31, -0.98, 0.51], [-0.33, -0.59, -0.53], [-0.27, 0.24, 0.15], [0.05, 0.30, 0.21], [0.05, -0.27, -0.15], [-0.36, -0.13, 0.30], [0.13, 0.56, 0.08], [-0.01, -0.22, -0.30], [0.53, 0.22, -0.21], [0.30, -0.07, 0.01], [0.39, 0.18, -0.46], [-0.26, 0.09, 0.59], [-0.01, -0.46, -0.37], [-0.47, -0.30, 1.08], [1.82, 1.02, -3.79], [0.50, -1.08, -0.03], [-0.19, 0.02, 0.34], [-1.91, 1.92, -3.42], [0.11, 0.41, -0.33], [0.26, 0.42, 0.32], [-0.08, 0.01, 0.50], [0.02, -0.06, -0.19], [-0.38, 0.10, 0.11], [-0.30, 0.30, 0.26], [0.08, -0.18, 0.04], [-0.54, -0.11, 0.06], [-0.13, -0.03, -0.44], [0.19, -0.11, 0.50], [0.11, -0.34, -0.26], [0.22, 0.34, -0.03], [0.39, 0.21, 0.08], [-0.10, -0.17, -0.03], [0.12, -0.39, -0.21], [0.00, 0.02, 0.44], [-0.47, 0.05, 0.11], [0.20, -1.05, 0.33], [-0.39, 0.07, 0.21], [0.18, 0.09, -0.27], [-0.22, 0.46, -0.10], [0.30, -0.10, -0.07], [-0.46, 0.33, 0.05], [0.13, 0.08, 0.06], [0.20, -0.14, -0.02], [0.33, 0.07, -0.49], [-0.05, 0.33, -0.21], [-0.14, 0.17, -0.03], [0.07, -0.06, 0.13]]
}